Entry 1:
A molecular structure, C40H110FeN4O33P at a distorted geometry. Source: OMol25; level of theory: ωB97M-V/def2-TZVPD.

The geometry in XYZ format:
```
189
Properties=species:S:1:pos:R:3:forces:R:3
Fe 0.57963 1.11973 -1.21826 0.4 2.5 -0.5
P -0.32948 -0.89252 -0.47860 0.4 -1.1 1.0
O 0.74163 0.39686 -4.08740 1.5 0.2 -3.4
O -0.88958 -2.23669 0.07807 1.4 2.8 -1.3
O -2.01539 4.20271 -7.32835 1.0 -0.5 -1.2
O 5.77641 4.07272 1.09788 0.0 1.3 -0.3
O 3.59181 -0.43706 0.02069 2.0 -0.4 -0.6
O 4.94203 -5.35686 -0.49953 0.7 0.9 -1.2
O -6.97550 2.47025 1.37777 -0.5 -0.7 -0.7
O 1.05391 -0.41562 0.06246 0.5 -1.9 1.3
O -5.63475 -4.17500 -0.89365 -0.7 -1.8 1.1
O 2.03833 0.95222 5.53659 -0.4 -0.4 0.6
O -2.74856 -3.71171 -0.84431 -1.8 -0.6 -0.6
O -1.09203 0.41017 -0.30350 -3.3 1.0 3.2
O 1.50976 -4.62947 3.64133 0.7 -1.3 0.3
O -1.28182 4.49042 2.87550 -1.3 0.7 0.9
O -1.73690 1.98621 1.61904 0.5 1.9 1.8
O -0.09587 -0.56841 -1.96562 0.0 -3.7 -2.6
O -2.76982 -0.12039 -5.49140 0.1 1.7 -0.3
O -2.42778 -5.74652 3.23690 -1.0 -0.9 0.4
O 6.24088 2.01644 1.60907 1.9 -1.9 -1.4
O 1.21735 -3.57074 1.06471 1.0 -0.8 -0.4
O 4.83098 3.06578 2.87352 -0.1 1.3 0.3
O -3.38534 -3.75021 8.04695 -0.1 0.4 -0.7
O -1.61204 -1.90440 -3.90077 -0.1 -1.7 -1.1
O 0.97713 2.45312 0.46153 -1.2 -0.2 -0.9
O -7.06464 4.60252 2.09205 0.3 -2.8 0.7
O -2.23531 -3.16361 2.20148 -1.4 0.5 1.5
O 4.89716 -4.39255 -2.57925 -0.6 -1.4 1.2
O -0.54277 2.71292 -2.24749 0.3 1.6 0.0
O 1.23238 0.05091 2.60991 -0.1 1.0 1.5
O -3.03626 0.77570 -1.84277 0.4 1.4 -0.9
O 2.18264 1.81117 -2.10684 4.0 -0.1 -1.2
O -6.65134 2.83896 3.52418 -0.8 2.3 -0.4
O 6.37274 -3.67650 -1.09663 -0.6 -1.1 1.4
N -1.25744 4.94130 -2.39290 -0.7 -0.7 0.2
N 0.20710 3.99517 -6.97507 1.6 -0.9 0.1
N 4.17499 2.85927 -2.41631 1.5 -2.4 -1.4
N -2.37440 -2.32694 6.56554 -2.8 0.2 -1.2
C 1.62699 4.10149 -7.43719 -1.8 -0.6 -0.1
C 1.37499 -0.49669 -5.06749 0.1 0.1 1.5
C -6.99321 1.15840 1.98490 0.0 0.1 -0.7
C 2.20933 2.85525 0.93482 1.8 -0.3 -0.3
C -6.92937 3.40170 2.29714 0.2 3.1 0.6
C 5.36691 -4.57722 -1.30590 -0.5 0.1 0.4
C -3.48060 -2.41342 2.13115 1.0 -0.4 -1.1
C 5.88012 1.07130 2.55340 1.7 -2.9 2.0
C -1.21765 -3.31766 -3.75442 -0.7 1.9 1.3
C -1.39067 3.60795 -2.25287 -0.9 -1.0 -0.2
C -0.87119 4.09536 -7.77511 -0.7 1.1 1.1
C -2.10444 1.16707 -5.24545 -1.3 -1.5 -0.5
C 1.49564 -4.25744 -0.17049 -0.4 -0.2 0.5
C 6.46323 -2.78461 -2.15604 0.9 1.2 0.1
C 5.57205 -3.36224 -3.21342 0.5 1.2 -1.6
C 0.04880 3.71492 -5.56516 0.1 0.8 0.6
C 4.95831 1.80177 3.45945 -1.2 -0.9 0.6
C 0.86655 1.74750 5.75235 0.8 0.1 -0.7
C 3.67904 4.14953 -2.11672 -1.4 1.1 0.7
C -6.57643 1.47449 3.40007 1.4 -1.9 0.7
C 5.65878 3.14085 1.82234 -1.4 1.4 -0.3
C -2.91175 1.66200 2.32385 -0.5 -1.4 -1.3
C -1.33743 -6.40178 2.64785 0.6 0.0 0.5
C -1.02900 -2.40648 7.05075 0.8 0.1 -0.6
C -2.63993 -5.07766 -0.49937 1.5 0.2 0.1
C 3.41558 1.72537 -2.41638 -2.7 2.0 1.9
C 7.17189 0.54708 3.29007 -0.1 0.7 -1.0
C -2.71636 -1.52957 5.36128 1.8 0.4 0.1
C -3.77813 -0.34416 -2.04942 -1.7 -1.5 0.1
C -0.02614 5.64662 -2.27455 0.9 -0.1 -0.2
C -2.40020 5.82984 -2.14142 0.3 0.0 -0.6
C 0.21413 -0.82554 3.01838 -0.1 -0.7 -0.1
C 4.08322 -1.65056 0.58277 -0.4 0.3 0.8
C 0.00208 4.89806 2.52103 -0.5 -0.1 0.1
C -6.16146 -3.04208 -1.46093 1.0 1.3 -1.3
C -3.43705 -3.00049 7.07785 0.8 -0.5 1.7
C -6.17106 0.23659 1.12509 0.3 -1.2 -0.2
C 0.58867 -4.08551 4.54086 0.2 0.8 -0.7
C 5.50506 2.71008 -3.06163 -0.3 0.0 0.3
C 4.58527 -2.38462 -3.83457 -0.3 0.1 -0.6
H 6.23123 -3.75500 -3.98758 -0.3 -0.4 -0.3
H 2.98589 2.37637 0.33840 0.0 -0.4 -0.2
H 3.60948 -2.59449 0.31324 -0.4 0.2 -0.7
H 0.83953 5.03222 -2.52198 -0.2 -0.3 0.1
H -0.63720 -1.39409 7.14901 0.0 0.1 0.4
H 0.65228 -1.82205 2.96269 -0.4 -0.3 0.5
H -6.09014 -2.17753 -0.80096 -0.4 0.2 0.2
H 0.93801 2.50499 4.97184 -0.5 0.7 0.5
H 5.66928 1.65794 -3.29430 0.1 -0.1 0.4
H -3.21689 -1.27669 -2.10854 0.4 0.0 -0.2
H -0.55764 4.22269 -8.82281 -0.5 -0.2 -0.2
H 5.31396 1.84114 4.48904 -0.2 0.3 0.0
H 5.59604 3.17439 -4.04359 -0.4 0.5 0.1
H -8.02359 0.80503 2.02452 -0.2 0.1 -0.4
H 7.79729 0.04327 2.55308 0.1 0.1 0.0
H 0.29309 2.45362 1.13509 -0.3 -0.1 0.4
H 5.00183 -1.41360 -4.10233 0.5 0.0 0.3
H 0.24386 -0.00152 -3.36968 0.0 -1.2 -0.1
H -0.90143 -2.98310 7.96691 -0.6 0.2 0.0
H -5.51475 -2.82372 -2.31075 -0.1 0.6 -0.4
H -4.39230 -2.74755 6.59234 0.1 -0.1 -0.1
H 2.64219 -0.37174 0.14540 -0.9 -0.5 -0.1
H -4.40684 -0.46571 -1.16735 -0.8 -0.4 0.0
H -3.24464 -5.37283 0.35812 -0.5 0.0 -0.2
H -2.82535 1.94053 -5.51032 0.0 0.1 0.1
H -2.39963 6.13644 -1.09543 -0.2 0.1 0.0
H 0.64151 -4.83439 -0.52503 -0.3 0.0 0.1
H 1.60029 3.98935 -8.52107 0.3 0.4 0.0
H -2.45575 -4.82177 2.98066 0.4 0.3 -0.4
H -0.09764 1.25946 5.61006 0.1 -0.6 0.0
H -0.19444 -0.59354 4.00192 0.5 0.0 0.2
H 7.10256 -0.13471 4.13768 -0.8 0.0 -0.1
H 2.40528 2.47862 1.93874 -0.2 0.6 0.2
H 3.34665 4.70407 -2.99427 0.3 0.0 -0.3
H -2.82103 0.63447 2.67603 0.0 -0.1 0.5
H 2.06338 5.04482 -7.10887 0.0 0.0 -0.1
H -1.85681 1.23374 -4.18604 0.4 0.2 -0.1
H -1.69534 1.40354 0.85724 0.4 -0.9 -1.0
H -4.70060 -4.03934 -0.71880 0.3 0.4 -0.1
H -7.16160 -3.13627 -1.88399 -0.1 -0.5 0.5
H 7.70037 1.42944 3.65098 0.2 0.1 0.0
H -0.03175 6.47079 -2.98786 0.0 0.2 0.2
H -1.26940 1.25251 -5.94080 0.3 0.1 0.4
H -2.45201 3.32026 -2.19834 0.0 -0.1 0.0
H -3.65291 1.60023 1.52700 -0.7 0.3 0.5
H 5.14996 -1.77030 0.39339 0.0 0.3 0.0
H -2.07478 -3.86466 -3.36171 -0.1 0.0 -0.1
H -2.23564 6.68568 -2.79606 -0.1 0.3 0.3
H -0.86624 -3.80349 -4.66468 0.3 0.5 0.0
H -2.24069 -0.55422 5.46400 0.1 0.2 0.1
H -2.34334 0.44231 -1.26806 1.0 0.8 0.5
H 1.37010 -4.23071 2.77931 0.0 0.1 -0.6
H 0.39820 2.73997 -5.22528 0.0 -0.3 -0.4
H -2.28405 -1.95596 4.45607 0.0 -0.3 0.0
H 2.04693 0.70968 4.60778 -0.1 -0.2 -0.4
H 2.78591 4.07062 -1.49688 -0.1 -0.4 -0.1
H -1.28952 -6.25987 1.56818 0.3 0.3 0.1
H 0.66504 4.45508 -5.05474 0.0 0.1 0.4
H 0.89855 -1.44470 -5.31723 -0.9 0.2 0.2
H -3.76772 -1.31708 5.16736 -0.1 -0.5 0.6
H -0.38737 -4.01569 4.06067 -0.4 0.0 0.3
H -6.15218 -0.76748 1.54888 -0.2 -0.1 0.2
H -1.54253 3.69267 2.40944 0.3 -0.3 -0.4
H -7.15678 0.96305 4.16799 -0.4 0.2 -0.1
H -5.11669 0.44398 0.94235 -0.2 0.7 0.4
H 3.98308 0.78998 -2.53964 -0.5 0.2 -0.2
H 0.51402 -4.65257 5.46874 0.2 -0.2 -0.2
H -3.75588 -2.46348 1.07768 -0.7 -0.1 0.1
H -0.37460 -2.87182 6.31365 -0.2 -0.1 -0.1
H 1.76588 -3.60701 -1.00235 0.2 0.4 0.2
H -5.54595 1.18296 3.60307 0.3 -0.2 -0.2
H 2.34183 -0.84315 -4.70241 0.3 0.2 0.4
H 0.96181 -3.07667 4.71720 -0.4 0.3 0.7
H 1.28664 -0.12714 1.66814 0.2 0.2 -1.1
H 3.71224 -2.19056 -3.21146 0.1 -0.2 0.3
H 6.15878 -1.77074 -1.89628 -0.3 0.0 0.5
H 2.21205 3.26855 -7.04728 -0.1 0.0 0.1
H -2.28585 -0.78294 -4.99301 0.1 -0.4 0.2
H -3.23891 2.29852 3.14600 0.5 0.4 -0.3
H -0.02219 5.24641 1.48848 0.7 -0.4 -0.4
H -0.51122 -3.22011 -2.93007 0.6 -1.0 -0.3
H -0.43860 -6.11484 3.19362 0.5 0.3 -0.6
H 0.90520 2.11931 6.77625 0.1 0.3 -0.2
H 2.29037 -4.98040 0.01341 0.1 0.2 0.1
H 3.88744 -1.61873 1.65457 0.4 -0.1 0.4
H -0.65649 -0.83355 2.36260 -0.1 0.3 -0.3
H -4.22725 -2.83344 2.80509 0.2 -0.3 -0.2
H 0.05068 5.98112 -1.23999 0.4 0.4 0.0
H 0.63602 -2.82292 0.90846 -0.4 0.0 -0.4
H -3.39210 -1.34824 2.34485 0.4 0.1 0.4
H 6.29297 3.09242 -2.41271 0.0 -0.1 0.0
H 7.52758 -2.70917 -2.37870 -0.1 -0.1 -0.6
H 4.22906 -2.75609 -4.79542 -0.2 -0.3 0.1
H 4.00801 1.27491 3.37326 -0.3 0.4 0.6
H -6.59400 0.09909 0.12994 -0.3 0.3 0.1
H -1.61227 -5.22381 -0.16673 0.2 -0.4 0.0
H -2.78216 -5.69940 -1.38329 -0.4 -0.1 0.1
H -4.37368 -0.28662 -2.96053 -0.1 0.1 0.0
H -1.35116 -7.48062 2.80285 -0.8 -0.1 0.1
H 5.35311 0.21324 2.13617 0.2 0.2 -0.6
H 1.62683 -0.01870 -6.01418 -0.6 0.6 0.1
H 2.39344 3.90930 0.72702 -0.2 0.3 0.8
H -1.98374 -3.22346 -0.53087 0.5 0.5 0.2
H -1.65829 -2.84889 1.50177 0.3 0.3 -0.5
H -0.98569 3.85828 -5.25312 0.1 -0.1 -0.2
H 0.26316 5.78280 3.10169 0.1 -0.2 0.3
H -3.37159 5.43982 -2.44534 0.2 -0.5 0.2
H 0.64178 4.05238 2.77346 0.8 0.4 -0.5
H -1.14045 -1.38877 -3.24249 0.3 0.1 0.5
H 4.32422 4.78066 -1.50554 0.6 -0.3 -0.3
```
Positions in Å, forces in eV/Å.

As for the spin multiplicity: 5. The total charge is -1. The calculation puts the highest occupied orbital energy (alpha / beta) at -6.79 / -5.90 eV. As for the expectation value of S²: 6.0085. The frontier orbital gap (alpha / beta) comes out at 8.162 / 7.269 eV.

Entry 2:
2 unconnected molecules or ions with the total composition C6H10O. Source: OMol25; level of theory: ωB97M-V/def2-TZVPD.

The geometry in XYZ format:
```
17
Properties=species:S:1:pos:R:3:forces:R:3
O -1.78235 -0.28333 0.42638 0.1 -0.1 0.2
C 1.33034 -1.10307 -0.33930 0.0 0.0 0.0
C 1.32550 0.40195 -0.21556 -0.1 0.1 0.0
C 0.12197 0.92895 -0.45846 0.1 0.0 0.2
C -0.05497 -1.40593 -0.94822 0.0 -0.1 0.0
C -0.91412 -0.14900 -0.69514 0.1 0.0 -0.3
C -0.63237 2.37915 1.70021 0.0 -0.2 0.1
H -0.11685 1.99467 -0.43504 0.0 -0.1 0.0
H -1.58095 0.07153 -1.53367 0.1 0.0 0.1
H 2.21417 0.97049 0.04685 -0.2 -0.1 0.0
H -1.63629 1.90325 1.61966 0.2 0.1 0.0
H 2.15043 -1.46526 -0.97003 -0.1 0.1 0.1
H 0.04697 -1.57248 -2.02549 0.0 0.1 0.1
H -1.21754 -0.40136 1.20378 -0.2 0.0 -0.1
H -0.07589 1.63624 2.31875 -0.1 0.2 -0.1
H -0.54203 -2.28793 -0.52289 0.1 0.1 -0.1
H 1.47571 -1.57024 0.64479 0.0 0.1 -0.1
```
Positions in Å, forces in eV/Å.

The calculation puts the highest occupied orbital energy (alpha / beta) at -9.25 / -9.25 eV. The frontier orbital gap (alpha / beta) comes out at 8.619 / 8.624 eV.

Entry 3:
A gas-phase ion, C7H8O2PS2 (charge -1) at a distorted geometry. Source: OMol25; level of theory: ωB97M-V/def2-TZVPD.

The geometry in XYZ format:
```
20
Properties=species:S:1:pos:R:3:forces:R:3
S 1.38163 1.03958 3.52693 -1.5 -0.5 0.6
S 3.33872 1.31200 3.05664 1.3 -0.7 1.2
P 0.57376 1.09924 1.45987 -1.6 -1.1 2.1
O -0.78466 1.71214 1.52004 0.1 -1.2 0.1
O 1.63945 1.82203 0.78740 1.8 0.9 -2.1
C 0.31363 -0.21364 -1.37035 2.9 2.5 -2.0
C -0.46231 0.08017 -2.47065 -1.4 -1.2 0.7
C -1.74447 -0.46748 -2.41928 -0.9 0.4 -0.5
C 0.72890 -0.90415 0.96535 -1.0 3.9 1.2
C -0.13191 -0.76473 -0.20845 -0.4 -1.5 0.9
C -2.23437 -1.00523 -1.23093 -1.3 -0.7 0.1
C -1.48935 -1.09799 -0.08934 1.8 0.0 -0.2
H -1.74500 -1.47532 0.89118 -0.8 -0.1 -0.2
H 0.42434 -1.38105 1.88874 -0.3 -0.4 -0.4
H 1.33350 0.26517 -1.55638 -1.0 -1.2 1.3
H -3.25587 -1.41206 -1.18835 0.4 0.4 -0.3
H 1.76943 -0.77153 0.87168 1.3 -0.6 -0.5
H -0.02841 0.70189 -3.23495 -0.3 -0.2 -0.5
H -2.47743 -0.48568 -3.22757 0.5 0.4 -0.1
H 2.85041 1.94664 2.02842 0.3 1.0 -1.5
```
Positions in Å, forces in eV/Å.

The SMILES is O=[P@@]([O-])(Cc1ccccc1)SS. The total charge is -1. The calculation puts the highest occupied orbital energy at -4.06 eV. The frontier orbital gap comes out at 7.373 eV.